No. 1
{"formula": "C4H7N2", "method": "wB97M-V/def2-TZVPD", "mol_weight_g_mol": 83.1, "e_above_lowest_kcal_mol": 121.3, "homo_energy_ev": -12.7, "charge": 1, "orbital_gap_ev": 7.952, "elements": ["C", "C", "C", "C", "N", "N", "H", "H", "H", "H", "H", "H", "H"], "xyz": [[1.9634, 1.4230, 0.0527], [1.1777, 0.6280, -0.5184], [2.8260, 1.9729, 0.8548], [-1.3732, -0.6700, 0.3280], [0.4743, -0.1716, -1.1055], [-2.0587, -1.5015, -0.4241], [3.8490, 2.2395, 0.5709], [2.4914, 2.1511, 1.9187], [-0.7838, -1.2167, 1.0052], [-1.0098, 0.3789, 0.2929], [0.5233, -0.6750, -2.0118], [-2.7006, -1.3696, -1.1988], [-1.7311, -2.4787, -0.1990]], "forces_ev_per_angstrom": [[0.49, 0.11, 0.37], [0.82, -0.04, -1.54], [-0.02, 0.52, 1.77], [1.17, -0.18, -2.26], [-1.82, -1.60, -0.16], [1.10, -0.75, 1.81], [-0.43, 0.00, 0.03], [0.66, 0.01, -1.19], [0.63, -0.47, 1.17], [-2.22, -0.35, -0.20], [0.81, 1.06, 0.78], [0.22, 0.50, 0.16], [-1.40, 1.20, -0.74]]}

---

No. 2
{"formula": "C8H14IN2", "method": "wB97M-V/def2-TZVPD", "mol_weight_g_mol": 265.1, "e_above_lowest_kcal_mol": 79.1, "homo_energy_ev": [-11.4, -12.2], "charge": 1, "orbital_gap_ev": [7.080, 7.595], "elements": ["C", "C", "C", "C", "C", "C", "C", "C", "N", "N", "I", "H", "H", "H", "H", "H", "H", "H", "H", "H", "H", "H", "H", "H", "H"], "xyz": [[0.2208, 1.3676, 1.1337], [0.1548, -0.0099, 1.3628], [0.6049, 1.9393, -0.1038], [0.6970, -0.9891, 0.3489], [0.7735, -0.2960, -0.9761], [-0.0642, -0.5626, 2.6586], [-0.1444, -2.2445, 0.1390], [-1.8487, -0.4606, -2.2785], [1.0484, 1.0820, -1.0640], [0.3631, 3.2011, -0.3912], [1.7957, -1.3014, -2.6345], [0.1344, 1.9659, 2.0398], [1.7826, -1.2363, 0.6571], [-0.4078, 0.3380, 3.4021], [0.8619, -1.0630, 3.0275], [-0.7859, -1.4225, 2.6437], [0.0806, -2.7678, 1.0153], [-0.0099, -2.8460, -0.7452], [-1.2418, -1.8914, 0.1604], [-1.8847, 0.5269, -2.7031], [-2.8502, -0.6992, -1.8617], [-1.3578, -1.3503, -2.7757], [0.9969, 1.3895, -2.0222], [0.2015, 3.9601, 0.2399], [0.8794, 3.3702, -1.2729]], "forces_ev_per_angstrom": [[0.02, -2.58, 1.77], [1.84, 2.15, -1.95], [-0.89, -1.85, 0.60], [0.98, 0.69, -2.09], [1.03, -0.23, -1.48], [-1.49, 0.78, 3.52], [-2.11, 1.66, 0.72], [-0.80, -1.69, -0.21], [-1.11, 0.43, 0.68], [1.94, -0.26, -2.70], [-0.62, 0.50, 1.08], [-0.42, 0.32, -0.53], [-1.42, 0.14, -0.13], [0.77, -2.66, -1.48], [-0.36, 0.60, -0.13], [0.24, 1.03, 0.10], [-0.26, -1.70, 1.14], [0.52, 0.13, -0.22], [1.56, -0.79, -0.04], [0.67, 0.18, -0.32], [0.92, 0.00, 0.18], [-0.42, 1.54, 0.54], [0.30, 0.36, -0.25], [-0.02, 0.00, 0.45], [-0.89, 1.22, 0.74]]}

---

No. 3
{"formula": "C23H30IO5Tc", "method": "wB97M-V/def2-TZVPD", "mol_weight_g_mol": 611.4, "e_above_lowest_kcal_mol": 0.0, "homo_energy_ev": [-1.3, -2.8], "spin_multiplicity": 4, "charge": -1, "orbital_gap_ev": [3.543, 5.043], "elements": ["C", "C", "C", "C", "H", "H", "C", "H", "H", "C", "H", "H", "C", "C", "C", "O", "O", "O", "O", "C", "H", "H", "H", "C", "H", "H", "H", "O", "H", "H", "C", "C", "H", "H", "H", "H", "H", "H", "Tc", "C", "C", "C", "H", "C", "C", "H", "H", "H", "H", "C", "C", "C", "H", "C", "C", "H", "H", "H", "H", "I"], "xyz": [[-0.1088, -0.2043, -6.3897], [-0.7323, -1.3156, -5.4894], [-0.2936, 1.1761, -5.6915], [-1.3885, 0.9487, -4.6584], [-0.5536, 1.9302, -6.4411], [0.6409, 1.4628, -5.1854], [-1.2681, -0.5452, -4.2901], [0.0598, -2.0269, -5.2048], [-1.5685, -1.8024, -6.0159], [-0.1642, -0.4395, -3.2437], [-2.1853, -0.9732, -3.8421], [-2.3576, 1.2138, -5.1013], [-1.1669, 1.6624, -3.3063], [1.3538, -0.3705, -6.7020], [-0.6390, -0.1792, -7.8175], [-1.1122, 0.8255, -8.3088], [2.1360, -1.1172, -6.1377], [1.6876, 0.3924, -7.7592], [-0.5633, -1.3092, -8.5543], [-0.0287, -2.6038, -8.1614], [-0.3988, -2.9581, -7.1878], [1.0706, -2.5855, -8.1668], [-0.3899, -3.2685, -8.9524], [3.0544, 0.2695, -8.1643], [3.7291, 0.5898, -7.3558], [3.1437, 0.9259, -9.0322], [3.2768, -0.7738, -8.4373], [-0.4489, 0.7603, -2.4928], [0.8217, -0.3012, -3.7356], [-0.0209, -1.2994, -2.5557], [-2.5596, 1.9713, -2.7740], [-0.3646, 2.9643, -3.3315], [-0.5993, 3.5409, -4.2385], [0.7112, 2.7576, -3.2794], [-0.6558, 3.5517, -2.4494], [-2.5198, 2.2806, -1.7215], [-3.2196, 1.1033, -2.9100], [-2.9755, 2.8043, -3.3627], [-0.2072, -0.0832, 0.3945], [-1.7374, -0.7401, 1.7797], [-2.3538, -0.7100, 0.4837], [-1.6610, -1.6375, -0.3657], [-3.2017, -0.1002, 0.1800], [-0.6118, -2.2466, 0.4076], [-0.6438, -1.6752, 1.7413], [-0.0032, -1.9277, 2.5740], [-2.0666, -0.2086, 2.6627], [-1.9367, -1.8713, -1.3897], [0.0401, -3.0433, 0.0743], [1.9037, 1.6552, 0.5290], [1.6047, 0.4425, 1.2893], [1.8291, -0.6812, 0.3889], [1.5875, 0.3582, 2.3720], [2.2304, -0.1333, -0.8951], [2.3057, 1.2760, -0.7726], [2.7368, 1.9451, -1.5064], [1.9531, 2.6513, 0.9376], [1.9972, -1.7034, 0.7131], [2.5987, -0.7199, -1.7338], [-1.0951, 2.3763, 0.7308]], "forces_ev_per_angstrom": [[0.38, -0.03, -0.64], [-0.19, 0.64, -0.36], [0.20, -0.31, -0.12], [0.04, -0.11, -0.20], [0.17, -0.16, 0.26], [-0.24, -0.05, -0.26], [0.32, -0.01, 0.73], [-0.50, 0.04, -0.11], [0.43, -0.01, 0.12], [0.59, 0.54, 0.77], [0.39, 0.21, -0.29], [0.14, -0.09, 0.18], [-0.51, 0.63, -0.50], [1.23, -1.22, 0.92], [-1.43, 1.04, -0.14], [0.28, -1.41, 0.06], [-0.68, 0.89, -0.60], [0.55, -0.16, 0.44], [-0.16, -0.30, -0.14], [-0.09, 0.39, -0.05], [0.20, 0.26, -0.49], [-0.34, 0.03, 0.06], [0.16, 0.10, 0.23], [0.22, 0.03, -0.09], [-0.24, -0.14, -0.30], [0.09, -0.15, 0.16], [-0.03, 0.39, 0.11], [-0.14, -1.40, -0.17], [-0.33, -0.14, 0.02], [-0.43, 0.60, -0.28], [-0.28, 0.08, 0.35], [-0.15, 0.20, -0.23], [0.10, 0.01, 0.21], [-0.24, 0.08, -0.05], [0.29, -0.11, -0.20], [-0.07, -0.23, -0.26], [0.06, 0.15, 0.24], [0.06, -0.20, 0.12], [-0.05, 0.86, -1.84], [-1.00, -1.63, 0.83], [0.34, -0.52, 0.50], [-0.13, -0.76, 0.01], [0.38, -0.03, 0.15], [-0.95, 0.16, 0.26], [-1.60, -0.47, 0.05], [-0.01, 0.02, -0.05], [0.12, 0.08, -0.18], [0.09, -0.04, 0.24], [0.09, 0.25, -0.05], [1.13, -1.21, -0.15], [1.56, 0.42, 0.13], [0.88, 0.78, -0.31], [0.12, 0.21, -0.11], [0.83, 0.43, 0.37], [0.13, -0.77, 0.66], [-0.38, 0.03, -0.15], [-0.25, -0.01, -0.05], [-0.02, 0.17, -0.12], [-0.24, 0.12, 0.09], [-0.92, 1.83, 0.22]]}

---

No. 4
{"formula": "C26H30N3RuSiTe", "method": "wB97M-V/def2-TZVPD", "mol_weight_g_mol": 641.3, "e_above_lowest_kcal_mol": 30.1, "homo_energy_ev": [-7.4, -7.3], "spin_multiplicity": 2, "orbital_gap_ev": [6.576, 6.134], "elements": ["Ru", "C", "C", "C", "C", "C", "C", "N", "N", "Si", "C", "C", "C", "H", "H", "H", "H", "H", "H", "H", "H", "H", "H", "H", "H", "H", "H", "H", "C", "C", "C", "N", "H", "H", "H", "H", "H", "Te", "C", "C", "C", "C", "C", "C", "H", "H", "H", "H", "H", "C", "C", "C", "C", "C", "C", "C", "C", "H", "H", "H", "H", "H"], "xyz": [[0.2493, -0.5085, 0.0070], [-0.2436, -4.4595, -0.3798], [-1.2635, -3.5551, 0.2294], [-2.5434, -3.9964, 0.4821], [-3.4677, -3.1338, 1.0911], [-3.0986, -1.8735, 1.4726], [-1.7666, -1.4802, 1.2183], [-0.8933, -2.3011, 0.5704], [-1.1838, -0.3079, 1.4995], [-1.7587, 0.9917, 2.5084], [-3.1123, 1.9749, 1.6655], [-2.4075, 0.2915, 4.1241], [-0.3117, 2.1316, 2.8626], [-0.4360, -5.4917, -0.0901], [0.7554, -4.1831, -0.0589], [-0.2741, -4.3995, -1.4699], [-2.8206, -5.0053, 0.2120], [-4.4818, -3.4728, 1.2649], [-3.7919, -1.1834, 1.9290], [-4.0476, 1.4135, 1.6022], [-2.8043, 2.2316, 0.6496], [-3.3190, 2.9019, 2.2063], [-3.3077, -0.3097, 3.9904], [-2.6602, 1.1116, 4.8009], [-1.6583, -0.3341, 4.6134], [-0.5543, 3.1617, 2.5930], [0.5665, 1.8339, 2.2927], [-0.0427, 2.1168, 3.9206], [3.1160, 2.8531, -1.5390], [3.7629, 1.6961, -0.7678], [2.8054, 1.0997, 0.1489], [1.9985, 0.6057, 0.8025], [3.7602, 3.1373, -2.3686], [2.9697, 3.7192, -0.8958], [2.1459, 2.5529, -1.9356], [4.6386, 2.0153, -0.2006], [4.0733, 0.8979, -1.4462], [1.5229, -1.3944, -2.0254], [2.6030, -3.0421, -1.2711], [3.2014, -3.0009, -0.0144], [3.8724, -4.1103, 0.4834], [3.9552, -5.2705, -0.2720], [3.3793, -5.3113, -1.5350], [2.7096, -4.2038, -2.0330], [3.1296, -2.1025, 0.5881], [4.3264, -4.0683, 1.4655], [4.4668, -6.1396, 0.1206], [3.4463, -6.2119, -2.1323], [2.2567, -4.2465, -3.0162], [-0.5409, 0.8766, -1.0785], [-0.7451, 2.0386, -1.3840], [-1.0838, 3.3554, -1.8321], [-1.8623, 3.5545, -2.9759], [-2.1906, 4.8357, -3.3857], [-1.7499, 5.9392, -2.6672], [-0.9738, 5.7521, -1.5319], [-0.6405, 4.4727, -1.1174], [-2.2039, 2.6926, -3.5336], [-2.7942, 4.9746, -4.2736], [-2.0107, 6.9387, -2.9898], [-0.6296, 6.6066, -0.9631], [-0.0370, 4.3226, -0.2304]], "forces_ev_per_angstrom": [[0.77, -2.34, 0.54], [0.00, 0.02, -0.11], [-0.16, 0.00, -0.12], [0.07, -0.01, 0.08], [0.01, 0.02, 0.01], [-0.01, -0.20, -0.07], [0.10, 0.54, 0.39], [-0.27, 0.42, -0.47], [-0.22, 0.35, 0.44], [-0.06, 0.07, -0.24], [-0.03, -0.05, 0.04], [-0.01, -0.01, -0.03], [0.00, -0.02, -0.03], [-0.03, -0.01, -0.04], [0.01, -0.02, 0.04], [0.03, 0.04, -0.01], [0.02, -0.02, 0.05], [0.00, -0.01, -0.01], [0.00, 0.01, -0.01], [0.00, -0.01, -0.03], [0.02, 0.01, 0.00], [-0.01, 0.00, 0.01], [0.00, 0.00, 0.01], [0.01, 0.00, 0.01], [0.02, 0.02, 0.01], [-0.01, 0.00, 0.01], [0.01, 0.02, 0.00], [0.00, -0.01, 0.01], [-0.03, 0.01, -0.01], [0.06, 0.02, -0.03], [-0.06, 0.03, 0.03], [-0.42, 0.41, -0.22], [0.01, 0.02, 0.02], [-0.02, -0.01, 0.01], [0.01, -0.02, -0.02], [-0.01, 0.01, 0.00], [-0.02, -0.01, 0.02], [-0.05, 0.17, -0.54], [0.06, 0.01, 0.01], [-0.04, 0.01, 0.02], [-0.01, 0.00, 0.01], [0.01, -0.02, 0.00], [0.01, -0.01, 0.00], [0.07, 0.04, -0.01], [0.01, 0.00, 0.00], [-0.01, 0.00, 0.01], [0.01, 0.00, -0.01], [0.00, 0.00, 0.00], [-0.02, -0.01, 0.01], [0.50, 0.74, 0.66], [-0.31, -0.31, -0.46], [0.03, 0.05, 0.02], [0.01, 0.00, 0.01], [0.00, 0.01, -0.01], [0.00, 0.00, 0.00], [0.01, 0.01, -0.01], [-0.02, 0.00, -0.01], [0.00, 0.00, 0.00], [-0.01, 0.00, 0.00], [0.00, 0.00, 0.00], [0.01, 0.00, 0.00], [-0.02, -0.01, 0.01]]}

---

Number 1: maximum force 0.050 Eh/bohr. Number 2: maximum force 0.076 Eh/bohr. Number 3: maximum force 0.041 Eh/bohr. Number 4: maximum force 0.049 Eh/bohr.